Molecular formula: C2H13O4S
Method: DFT, ωB97M-V/def2-TZVPD

Values from the calculation:
- Relative energy (zero: lowest compared OMol25 entry of this formula, charge and spin): 30.5 kcal/mol
- Multiplicity: 1
- Net charge: -1
- DFT total energy: -783.17322 a.u.
- Kohn-Sham gap: 0.225 Ha
- HOMO: -3.4 eV

XYZ file:
```
20
Properties=species:S:1:pos:R:3:lowdin_charge:R:1
C 2.95 0.81 0.05 -0.1963
C 2.22 0.03 -1.02 -0.6499
S 0.36 0.40 -1.22 0.2985
H 3.22 0.26 0.92 0.0451
H 2.31 1.57 0.51 0.0342
H 3.85 1.29 -0.31 0.0575
H 2.17 -1.03 -0.77 -0.0018
H 2.52 0.10 -2.05 0.0179
H 1.14 2.41 -0.58 -0.1116
H 0.18 3.48 -1.04 -0.0005
O 1.04 3.39 -0.61 -0.1660
H -5.63 0.14 3.79 0.0315
H -4.92 0.91 2.82 0.0393
O -5.82 0.86 3.17 -0.0709
H 0.68 -3.90 0.46 0.0287
H 1.65 -2.74 0.53 0.0124
O 1.58 -3.68 0.72 -0.0676
H -2.63 -1.60 -0.32 -0.0031
H -1.06 -1.24 -0.66 -0.1386
O -1.75 -1.92 -0.50 -0.1588
```